Record 1
Here is a cluster of 2 separate species, C31H39OSi in total in a non-equilibrium geometry from OMol25. Energies are from ωB97M-V with the def2-TZVPD basis set.

Each line ends with the Mulliken charge.
Geometry (Å):
C 2.07 0.75 -1.39  -1.313
C 2.86 -0.55 -1.60  1.227
C 2.26 -1.36 -2.75  -1.642
Si 3.14 -1.61 -0.07  -0.760
C 3.44 -3.44 -0.53  0.843
C 2.93 -4.43 0.51  -1.483
C 4.93 -3.69 -0.81  -1.747
C 4.56 -1.01 1.02  1.050
C 4.20 -0.76 2.48  -1.431
C 5.29 0.19 0.42  -1.489
O 1.77 -1.43 0.90  -0.288
C 0.47 -1.65 0.60  -0.297
C -0.47 -0.76 0.98  0.194
C -1.88 -1.19 1.09  -1.356
H 2.17 1.37 -2.29  0.531
H 1.00 0.58 -1.23  -0.062
H 2.45 1.35 -0.54  0.212
H 3.89 -0.27 -1.88  0.386
H 2.11 -0.70 -3.62  0.462
H 2.92 -2.18 -3.06  0.382
H 1.27 -1.79 -2.50  0.302
H 2.88 -3.60 -1.47  0.405
H 3.04 -5.45 0.12  0.440
H 3.51 -4.37 1.44  0.307
H 1.86 -4.29 0.74  0.262
H 5.05 -4.63 -1.37  0.421
H 5.40 -2.90 -1.41  0.344
H 5.48 -3.80 0.13  0.411
H 5.26 -1.87 1.00  0.192
H 5.11 -0.46 3.02  0.436
H 3.47 0.05 2.60  0.238
H 3.81 -1.66 2.97  0.301
H 6.18 0.41 1.04  0.452
H 5.63 0.02 -0.61  0.325
H 4.66 1.10 0.44  0.250
H 0.23 -2.62 0.15  0.379
H -0.20 0.23 1.33  0.433
H -2.49 -0.33 1.38  -0.010
H -2.25 -1.55 0.12  0.300
H -2.02 -1.98 1.84  0.501
C -2.98 1.71 0.14  -0.202
C -1.77 2.51 0.15  1.143
C -1.03 2.70 1.34  -0.230
C 0.09 3.53 1.36  -0.971
C 0.46 4.23 0.20  -0.456
C -0.24 4.03 -1.00  -0.918
C -1.34 3.17 -1.03  -0.743
C -3.51 1.00 -1.01  0.502
C -4.85 0.58 -0.69  -0.092
C -5.65 0.00 -1.67  -0.406
C -5.14 -0.11 -2.97  -0.600
C -3.81 0.24 -3.26  -0.985
C -2.97 0.75 -2.27  0.025
C -5.16 1.00 0.66  -0.002
C -4.00 1.70 1.17  0.931
C -4.07 2.33 2.42  -0.098
C -5.27 2.29 3.13  -1.020
C -6.39 1.61 2.62  -0.618
C -6.32 0.92 1.40  -0.461
H -1.33 2.14 2.24  0.329
H 0.65 3.63 2.28  0.420
H 1.30 4.92 0.24  0.440
H 0.06 4.56 -1.90  0.442
H -1.90 3.05 -1.96  0.745
H -6.65 -0.34 -1.41  0.449
H -5.78 -0.49 -3.77  0.418
H -3.43 0.12 -4.27  0.440
H -1.92 0.94 -2.45  0.619
H -3.20 2.85 2.82  0.493
H -5.35 2.80 4.10  0.425
H -7.32 1.61 3.19  0.420
H -7.15 0.33 1.02  0.455

Results
Energy = -1569.16700 Eh
LUMO = -5.916 eV
Highest occupied orbital energy = -10.51 eV
Energy above the lowest of the compared OMol25 structures with the same formula, charge and spin = 0.194 eV
Net charge = +1
F_max = 0.0385 Eh/bohr

***

Record 2
Here is a structure of composition C31H40Cl2FeNP3S3Si in a non-equilibrium geometry from OMol25. Energies are from ωB97M-V with the def2-TZVPD basis set.

Each line ends with the Mulliken charge.
Geometry (Å):
Fe -0.28 0.47 0.69  -0.522
C 4.14 1.55 5.33  -1.006
Si 3.76 0.01 4.37  0.149
C 4.78 -0.01 2.81  -1.000
C 4.08 -1.53 5.37  -1.118
C 1.88 0.08 4.06  0.148
C 1.08 0.25 5.18  -0.372
C -0.29 0.47 5.08  -1.516
C -0.85 0.51 3.82  -0.244
N -0.12 0.29 2.72  0.713
C 1.20 0.09 2.83  0.687
S 1.85 -0.14 1.25  -0.389
H 5.20 1.60 5.59  0.356
H 3.57 1.63 6.25  0.349
H 3.90 2.43 4.72  0.263
H 5.83 0.06 3.09  0.385
H 4.54 0.84 2.17  0.318
H 4.63 -0.92 2.23  0.306
H 5.14 -1.59 5.65  0.340
H 3.84 -2.42 4.78  0.329
H 3.49 -1.56 6.29  0.348
H 1.53 0.23 6.17  0.398
H -0.91 0.61 5.95  0.463
H -1.90 0.70 3.69  0.178
C -3.33 1.63 -0.53  -1.135
P -2.63 0.44 0.64  1.522
C -3.67 0.65 2.11  -1.869
C -3.15 -1.18 0.04  0.118
C -4.45 -1.45 -0.38  -0.815
C -4.77 -2.72 -0.82  -0.847
C -3.80 -3.72 -0.83  -0.807
C -2.51 -3.45 -0.41  -0.895
C -2.18 -2.17 0.02  0.257
P -0.51 -1.72 0.55  1.585
C 0.55 -2.58 -0.64  -1.475
C -0.33 -2.63 2.10  -1.438
H -4.42 1.54 -0.56  0.500
H -2.93 1.40 -1.52  0.150
H -3.07 2.65 -0.26  0.559
H -4.71 0.62 1.80  0.570
H -3.47 1.60 2.61  0.443
H -3.50 -0.17 2.81  0.495
H -5.20 -0.68 -0.39  0.319
H -5.77 -2.94 -1.16  0.428
H -4.06 -4.72 -1.17  0.424
H -1.77 -4.24 -0.44  0.372
H 0.43 -3.66 -0.52  0.606
H 1.59 -2.32 -0.46  0.443
H 0.27 -2.29 -1.64  0.374
H -0.59 -3.67 1.91  0.584
H -0.99 -2.22 2.86  0.352
H 0.70 -2.57 2.45  0.354
Cl -0.69 2.99 1.17  -0.128
C 0.61 4.12 1.74  -0.630
Cl 2.02 3.30 2.34  -0.013
H 0.16 4.69 2.54  0.377
H 0.87 4.74 0.89  0.386
S -2.25 -0.98 -3.05  -0.239
P -0.64 0.11 -3.19  0.775
S 0.26 0.79 -1.42  -0.010
C 0.70 -0.71 -4.09  0.516
C 0.44 -1.05 -5.42  -0.721
C 1.41 -1.67 -6.18  -0.681
C 2.65 -1.96 -5.63  -0.474
C 2.91 -1.63 -4.31  -0.854
C 1.94 -1.01 -3.54  -0.030
C -0.90 1.64 -4.11  0.464
C -2.12 1.88 -4.72  -0.317
C -2.31 3.05 -5.45  -0.659
C -1.29 3.98 -5.56  -0.434
C -0.07 3.74 -4.94  -0.738
C 0.14 2.58 -4.22  -0.430
H -0.53 -0.82 -5.85  0.408
H 1.20 -1.92 -7.21  0.403
H 3.41 -2.44 -6.23  0.388
H 3.88 -1.86 -3.88  0.434
H 2.15 -0.74 -2.51  0.397
H -2.91 1.14 -4.63  0.411
H -3.26 3.23 -5.94  0.416
H -1.45 4.89 -6.13  0.399
H 0.73 4.47 -5.03  0.413
H 1.09 2.39 -3.75  0.437

Results
Energy = -5952.19380 Eh
LUMO (spin up / spin down) = -3.123 / -3.223 eV
Highest occupied orbital energy (spin up / spin down) = -10.43 / -10.42 eV
Energy above the lowest of the compared OMol25 structures with the same formula, charge and spin = 0.220 eV
Net charge = +1
F_max = 0.0307 Eh/bohr
Spin multiplicity = 2

***

Record 3
Here is a structure of composition C31H40MnN2O3Te from OMol25. Energies are from ωB97M-V with the def2-TZVPD basis set.

Each line ends with the Mulliken charge.
Geometry (Å):
Mn 0.01 -1.83 1.94  0.051
C -2.41 -3.63 1.99  -1.157
N -1.86 -2.54 1.15  0.017
C -1.78 -2.99 -0.25  -1.216
C -2.74 -1.35 1.24  0.100
C -2.52 -0.65 2.56  1.518
C -3.53 0.06 3.18  -0.739
C -3.28 0.72 4.38  -0.693
C -2.02 0.65 4.95  -0.754
C -1.01 -0.07 4.32  0.011
C -1.23 -0.73 3.11  0.014
H -3.40 -3.91 1.62  0.393
H -2.48 -3.29 3.02  0.364
H -1.74 -4.49 1.95  0.318
H -2.78 -3.23 -0.63  0.347
H -1.15 -3.88 -0.31  0.391
H -1.34 -2.21 -0.86  0.301
H -3.79 -1.65 1.11  0.557
H -2.48 -0.68 0.42  -0.879
H -4.52 0.11 2.74  0.441
H -4.07 1.28 4.87  0.393
H -1.82 1.15 5.89  0.437
H -0.02 -0.10 4.78  0.290
C 2.16 -5.64 1.42  -0.807
O 1.68 -4.41 0.84  -0.279
C 0.98 -3.58 1.61  0.372
O 0.68 -3.85 2.78  -0.598
H 3.21 -5.73 1.15  0.250
H 1.60 -6.46 0.97  0.273
H 2.03 -5.64 2.49  0.353
C 2.56 -0.51 3.61  -1.478
C 2.37 -0.05 2.18  0.975
O 3.21 0.73 1.69  -0.654
N 1.30 -0.48 1.50  0.094
Te 1.68 0.07 -0.63  0.460
C 2.34 1.42 -2.25  -0.014
C 2.92 0.78 -3.36  0.876
C 3.16 -0.71 -3.40  -1.669
C 3.29 1.54 -4.46  -1.013
C 3.14 2.92 -4.48  0.561
C 3.56 3.74 -5.67  -1.532
C 2.61 3.54 -3.35  -0.927
C 2.22 2.81 -2.23  1.286
C 1.72 3.54 -1.02  -1.254
C -0.32 0.80 -0.69  1.108
C -0.84 1.61 0.32  0.700
C -0.05 2.17 1.47  -1.522
C -2.18 1.99 0.24  -0.954
C -3.00 1.60 -0.81  0.645
C -4.45 2.01 -0.86  -1.914
C -2.45 0.82 -1.82  -0.975
C -1.12 0.42 -1.79  0.969
C -0.59 -0.39 -2.94  -1.667
H 3.57 -0.91 3.72  0.357
H 1.84 -1.27 3.92  0.349
H 2.48 0.35 4.27  0.298
H 3.80 -1.04 -2.58  0.317
H 3.65 -0.98 -4.34  0.417
H 2.23 -1.29 -3.33  0.257
H 3.73 1.05 -5.32  0.283
H 3.85 3.10 -6.50  0.353
H 4.41 4.38 -5.42  0.328
H 2.75 4.39 -6.00  0.353
H 2.52 4.62 -3.33  0.372
H 1.92 4.61 -1.10  0.457
H 2.20 3.17 -0.12  0.227
H 0.64 3.41 -0.90  0.098
H 1.02 2.06 1.34  -0.097
H -0.32 1.65 2.40  -0.074
H -0.29 3.22 1.60  0.612
H -2.59 2.61 1.03  0.304
H -4.74 2.53 0.05  0.385
H -5.10 1.15 -0.98  0.390
H -4.63 2.68 -1.70  0.390
H -3.07 0.52 -2.66  0.390
H -1.39 -0.66 -3.63  0.448
H -0.11 -1.31 -2.60  0.255
H 0.16 0.17 -3.50  0.361

Results
Energy = -2959.42878 Eh
LUMO (spin up / spin down) = -0.039 / -0.811 eV
Highest occupied orbital energy (spin up / spin down) = -6.58 / -8.02 eV
Energy above the lowest of the compared OMol25 structures with the same formula, charge and spin = 0.000 eV
Net charge = 0
F_max = 0.0061 Eh/bohr
Spin multiplicity = 6